# 1
Formula: C6H7O6Yb
Source: OMol25
Level of theory: ωB97M-V/def2-TZVPD

Total charge: +1
LUMO energy in eV: -4.98
E_tot in eV: -50141.24152
E_HOMO in eV: -13.01

The geometry in XYZ format:
```
20
Properties=species:S:1:pos:R:3:forces:R:3
C -2.564 0.762 -0.311 -0.266 0.185 -0.038
C 2.744 0.187 0.126 1.706 -1.848 0.274
O -1.910 -0.512 -0.236 -0.116 0.025 -0.015
H -3.075 0.975 0.638 0.036 -0.064 -0.241
C 1.408 -1.518 -0.726 1.885 1.434 2.121
C -1.393 1.705 -0.552 -0.198 0.225 -0.284
H 2.078 -2.252 -0.254 0.011 -0.341 -1.106
O 2.163 -0.335 -0.972 -0.512 -0.133 -1.226
H 0.924 -1.757 -1.679 -0.104 -0.411 0.381
H -1.155 1.813 -1.618 -0.073 0.079 0.308
C -0.697 -0.301 0.327 0.244 -1.451 -0.295
O 3.808 0.750 0.079 -1.200 0.651 0.105
H -1.506 2.677 -0.062 -0.029 -0.160 -0.293
H -3.280 0.732 -1.136 0.151 0.002 0.267
O 2.127 -0.276 1.195 0.505 0.928 0.784
O -0.537 -0.652 1.672 0.717 0.294 0.841
Yb 0.936 0.706 2.618 0.031 0.554 0.269
O -0.305 1.016 0.085 0.459 0.003 0.729
H -0.100 -2.358 0.473 -0.139 0.463 0.154
C 0.336 -1.362 0.330 -3.107 -0.435 -2.736
```
Positions in Å, forces in eV/Å.

# 2
Formula: C6H7P
Source: OMol25
Level of theory: ωB97M-V/def2-TZVPD

LUMO energy (alpha / beta) in eV: -0.20 / -0.40
E_tot in eV: -15618.40403
E_HOMO (alpha / beta) in eV: -7.68 / -7.85

The geometry in XYZ format:
```
14
Properties=species:S:1:pos:R:3:forces:R:3
H -3.053 0.592 -1.121 0.344 0.136 0.286
C 1.694 -0.733 -0.981 -1.483 1.926 -1.533
H -3.907 0.820 0.448 0.059 0.694 0.538
H -2.182 -0.229 1.654 -0.279 -0.842 0.551
H 3.436 -1.077 0.365 -1.440 0.513 -0.612
H 1.747 -1.304 2.471 0.286 -0.021 -0.492
H 2.416 -0.431 -1.697 0.300 -0.286 -1.288
C -2.183 -0.342 0.584 2.224 1.195 -0.199
C -2.993 0.516 -0.029 -0.724 -1.502 -1.575
C 2.301 -0.920 0.272 2.142 -1.154 2.866
C 1.667 -1.050 1.419 -3.271 -0.047 -1.153
C 0.347 -0.561 -1.226 0.956 -1.794 0.263
P -0.665 -1.345 0.017 0.579 0.368 2.019
H -0.027 -0.622 -2.258 0.305 0.814 0.329
```
Positions in Å, forces in eV/Å.

# 3
Formula: C6H8
Source: OMol25
Level of theory: ωB97M-V/def2-TZVPD

LUMO energy in eV: 0.97
E_tot in eV: -6348.05273
E_HOMO in eV: -8.54

The geometry in XYZ format:
```
14
Properties=species:S:1:pos:R:3:forces:R:3
H -0.755 -0.772 -4.225 -0.100 -0.428 -0.761
C -1.287 -0.923 0.380 2.329 -1.672 -0.681
C 1.287 0.967 1.078 -1.133 -2.545 -0.455
H -2.223 -1.156 -0.088 -0.465 -0.743 0.200
H -0.705 -1.796 0.935 -1.502 1.517 -1.458
H 2.102 0.132 1.334 -1.536 1.912 -0.769
C -0.564 -0.493 -2.029 -0.736 -1.325 -2.609
H 1.761 1.956 0.913 -0.343 -0.639 0.758
C -0.666 -0.858 -3.185 0.150 1.177 1.583
H 0.528 0.865 1.959 1.378 0.730 -1.608
H -1.416 -0.166 1.069 -0.681 1.319 1.905
C 0.611 0.608 -0.361 -1.807 -2.199 4.645
C -0.431 -0.244 -0.673 2.813 1.636 2.224
H 1.194 1.020 -1.066 1.630 1.259 -2.975
```
Positions in Å, forces in eV/Å.

# 4
Formula: C6H8
Source: OMol25
Level of theory: ωB97M-V/def2-TZVPD

LUMO energy in eV: 1.12
E_tot in eV: -6348.48231
E_HOMO in eV: -8.72

The geometry in XYZ format:
```
14
Properties=species:S:1:pos:R:3:forces:R:3
C 0.032 0.028 -2.900 -0.187 -0.499 1.955
H -1.894 -1.842 -0.947 -1.976 -2.482 -0.321
H 0.946 1.792 1.623 -0.326 -1.096 0.036
C -1.218 -1.092 -0.900 1.386 1.524 -0.269
H -1.747 -0.301 1.008 -2.745 0.590 1.954
H -0.450 0.922 -3.352 0.561 -0.963 0.175
C 0.217 -0.094 0.725 0.394 2.125 1.056
C 0.554 0.770 1.898 0.826 0.848 -2.326
C -0.987 -0.427 0.358 1.480 -0.988 -1.289
H 1.106 -0.174 -2.878 -0.149 0.337 -1.052
H 1.295 0.244 2.389 1.896 -0.679 1.462
H -0.231 0.891 2.542 -2.177 0.385 1.626
C -0.556 -0.659 -1.928 -0.061 1.448 -1.921
H 1.044 -0.286 0.116 1.078 -0.549 -1.088
```
Positions in Å, forces in eV/Å.